[1]
Molecular formula: C16H31Br3NO6PS
Method: DFT, ωB97M-V with the def2-TZVPD basis set

Last column: Löwdin charge in e.
CARTESIAN COORDINATES (ANGSTROEM)
Br 5.794986 3.816611 -0.453559  0.657
Br 1.286121 2.898619 0.585488  0.703
Br 4.075714 3.227994 -3.758952  0.234
S 4.188944 0.048933 1.030226  0.738
P 3.406267 2.175210 -1.882702  0.509
O 2.154061 -3.754925 2.972114  -0.121
O -1.070125 1.281193 -2.657573  -0.205
O -3.089903 2.734247 -4.413438  -0.119
O -0.323524 -2.444269 1.811512  -0.197
O -0.186153 -3.105910 4.821646  -0.199
O -4.011296 0.387236 -2.721303  -0.201
N 4.404656 0.694113 -1.661555  -0.143
C -5.134324 0.673218 -1.910316  -0.114
C 1.020800 -4.392651 2.395772  -0.177
C 3.702337 4.345012 1.787187  -0.145
C 3.119630 3.526321 0.612882  -0.797
C 1.178195 -2.802446 5.064855  -0.193
C 0.306120 -3.610967 1.302433  -0.190
C 4.297698 0.389361 -0.505351  -0.939
C -0.677923 -4.189032 5.587706  -0.113
C -1.240128 2.688764 -2.735906  -0.193
C -3.162878 1.364996 -4.789727  -0.178
C 0.095484 0.827294 -3.311176  -0.119
C -2.677456 3.050128 -3.089304  -0.176
C 1.945593 -2.593008 3.765103  -0.182
C -4.254282 0.547591 -4.112177  -0.191
C 3.924833 3.218295 -0.411883  -0.947
C -0.049812 -1.277076 1.059675  -0.110
H -0.488694 -4.247037 0.892220  0.127
H -0.722899 -1.213518 0.199914  0.091
H -1.546091 -4.601436 5.072992  0.088
H 1.670917 -3.580776 5.654876  0.122
H -1.016273 3.098476 -1.743225  0.101
H -5.692578 1.539502 -2.284274  0.088
H 1.508953 -1.790488 3.170331  0.106
H -4.774891 0.914873 -0.910199  0.087
H 2.948549 -2.250734 4.038442  0.125
H -4.249606 -0.457564 -4.552660  0.126
H -5.229456 1.001812 -4.304480  0.121
H 0.068628 -4.984510 5.690747  0.086
H -0.560265 3.145442 -3.461008  0.125
H -0.033686 -0.224109 -3.572017  0.091
H -5.792669 -0.198248 -1.852229  0.087
H -3.392628 1.372957 -5.859555  0.128
H 0.288363 1.385597 -4.234487  0.090
H 1.409395 -5.303703 1.930629  0.127
H -0.214107 -0.414153 1.705446  0.084
H 4.665508 3.856420 2.045627  0.056
H -0.976503 -3.840378 6.580155  0.086
H 1.007394 -3.376498 0.497622  0.122
H 0.993724 -1.248640 0.722970  0.071
H -3.379137 2.648551 -2.358426  0.109
H -2.760679 4.138596 -3.016070  0.128
H 1.204507 -1.864059 5.632229  0.126
H -2.188735 0.884729 -4.701466  0.108
H 3.077969 4.309836 2.696393  0.076
H 0.942840 0.936244 -2.633261  0.030
H 3.880130 5.366468 1.403770  0.086
H 0.328389 -4.728503 3.167315  0.108

Forces on the atoms, in the same order (eV/Å):
Br -0.9920 -0.3051 0.1365
Br 0.9269 0.4475 0.2696
Br 0.4200 -0.3181 0.8123
S -0.0015 -0.0532 -0.7197
P -0.9762 0.0651 0.1506
O -0.0635 0.0244 0.0325
O -0.0092 0.1690 -0.4905
O 0.0216 -0.0522 0.0555
O 0.4692 0.1336 -0.1214
O 0.1709 -0.4832 0.0258
O -0.2923 0.4164 -0.0323
N -0.3447 1.6261 -0.8897
C 0.1832 -0.0993 -0.0337
C 0.0305 -0.1458 -0.0808
C -0.5124 -0.9467 -0.2653
C 0.7889 0.2054 0.1503
C -0.1622 0.3279 -0.3587
C -0.3898 -0.1073 0.3876
C 0.5302 -0.9500 1.9404
C -0.0065 0.2497 -0.0577
C -0.5003 -0.2183 0.3047
C -0.0182 -0.0328 -0.1644
C -0.0011 -0.0870 0.2125
C 0.0044 0.1805 0.0747
C 0.1058 0.0993 0.0328
C 0.4874 -0.2595 0.1037
C 0.6829 -0.1486 -1.2590
C -0.1338 -0.0810 0.0674
H 0.1864 -0.1711 -0.1065
H 0.0988 0.1164 -0.1183
H -0.0303 0.0985 0.0287
H -0.0701 -0.0828 -0.0069
H 0.0025 0.2643 -0.0796
H -0.0157 -0.0808 -0.0095
H -0.2500 -0.0392 0.0752
H 0.0403 -0.1042 0.0150
H 0.0200 -0.1385 0.0212
H -0.0865 0.1006 -0.2361
H -0.0311 0.0825 0.0954
H -0.0141 0.0307 0.0108
H 0.0389 -0.0971 -0.0546
H -0.0458 0.0013 0.1208
H -0.1584 0.0730 0.0323
H -0.0806 0.1050 0.0410
H 0.0184 -0.0053 0.0393
H 0.1066 0.0868 -0.0285
H -0.1019 -0.0195 0.0135
H -0.4958 0.5182 -0.1621
H -0.0281 -0.1510 0.1075
H 0.0549 0.1170 0.0197
H -0.0615 -0.0094 -0.0336
H 0.1419 -0.2175 0.0606
H 0.0490 -0.0086 -0.1315
H 0.2562 -0.0150 0.0612
H -0.0440 -0.1049 0.2462
H 0.0615 0.2570 -0.6448
H 0.2528 -0.0701 -0.1629
H -0.0720 -0.4134 0.5110
H -0.1606 0.2202 -0.0078

Values from the calculation:
LUMO level = -0.615 eV
Spin multiplicity = 1
Calculated total energy = -261116.7321 eV
HOMO energy = -0.32825 Ha

[2]
Molecular formula: C33H30ClMgN2O4PS
Method: DFT, ωB97M-V with the def2-TZVPD basis set

Last column: Löwdin charge in e.
CARTESIAN COORDINATES (ANGSTROEM)
Cl 1.020888 -3.239424 0.418183  -0.368
S 1.427707 1.887390 -2.003613  0.533
P 2.855719 -0.633437 0.791623  0.961
Mg -0.207920 0.141723 -0.345427  0.616
O -2.337181 3.737132 -0.415681  -0.040
O 1.773469 0.463662 -2.102017  -0.378
O 2.441851 2.848370 -2.395503  -0.330
O -1.750294 1.598799 -0.802160  -0.094
N -0.401772 0.126749 1.826732  0.073
N 0.853636 2.049995 -0.558410  -0.253
C -1.290625 -1.073658 3.655622  -0.011
C -4.004793 -2.901566 0.801001  -0.129
C -1.288567 3.596141 -4.471109  -0.042
C 3.928556 1.435566 2.408144  -0.121
C 3.183456 -1.544484 2.357898  -0.305
C 0.389423 0.800454 2.655383  -0.146
C 4.471656 -2.723344 -2.336340  -0.088
C -0.615310 1.042809 -3.648280  -0.050
C -2.050227 2.519132 -4.910860  -0.280
C 3.799181 0.911814 1.120320  -0.376
C -0.028474 3.176983 -0.305565  -0.203
C 4.952707 3.436677 1.549634  -0.119
C -1.687925 1.240713 -4.502140  -0.034
C -1.517548 2.817096 -0.535232  -0.682
C 5.830880 -2.740925 -2.061015  -0.122
C 4.257764 1.684503 0.051562  -0.103
C 4.058048 -1.464456 -0.323247  -0.372
C -2.119168 -1.472811 1.278591  -0.226
C -0.472483 -0.376551 4.518638  -0.082
C 4.824933 2.929812 0.262257  -0.087
C -3.268915 2.737743 -5.765731  -0.066
C 0.118091 2.128013 -3.196754  -0.264
C 4.500570 2.683915 2.622869  -0.114
C -0.208546 3.406209 -3.623874  -0.056
C -2.645783 -2.007404 -0.970792  -0.137
C 5.425097 -1.487076 -0.054359  -0.103
C 6.310091 -2.122131 -0.913258  -0.114
C -3.713785 -2.787783 -0.554030  -0.125
C -1.808797 -1.316845 -0.086063  -0.135
C 0.385790 0.598380 4.021609  -0.084
C 3.586666 -2.091525 -1.471632  -0.125
C -3.204788 -2.240536 1.714632  -0.068
C -1.259194 -0.795388 2.280505  -0.203
H -2.462882 -1.935961 -2.040563  0.076
H -1.554351 4.600799 -4.782098  0.106
H -2.266983 0.385887 -4.833296  0.109
H 5.802972 -0.987509 0.831417  0.100
H -4.846490 -3.495727 1.140275  0.079
H 5.386096 4.416925 1.711934  0.085
H 2.523108 -2.100535 -1.662578  0.052
H 1.045854 1.166674 4.663047  0.094
H -4.328187 -3.307409 -1.284174  0.081
H 3.575314 0.865440 3.259703  0.082
H 0.384011 4.246812 -3.288566  0.109
H 7.371284 -2.129290 -0.689829  0.086
H -0.350088 0.042109 -3.331175  0.112
H -0.492763 -0.600547 5.579386  0.096
H 6.517999 -3.235908 -2.738760  0.085
H 4.196339 -1.388227 2.737021  0.031
H 4.584545 3.068952 3.633555  0.087
H -3.141611 3.594423 -6.430146  0.066
H 0.072197 3.478792 0.741696  0.104
H -1.935293 -1.852607 4.033548  0.095
H 4.090396 -3.209332 -3.226533  0.095
H 1.054735 1.517995 2.184046  0.099
H 0.213098 4.067155 -0.895219  0.100
H -3.449375 -2.321427 2.768424  0.084
H -4.143849 2.931822 -5.140608  0.081
H 5.138354 3.517459 -0.591782  0.100
H -3.488086 1.860500 -6.376162  0.067
H 2.454134 -1.244810 3.112752  0.017
H 2.999169 -2.594160 2.133235  -0.019
H 4.137269 1.318972 -0.960662  0.095

Forces on the atoms, in the same order (eV/Å):
Cl 0.0473 -0.0645 0.0180
S 0.0307 -0.2068 0.2528
P -0.1338 -0.0048 0.0080
Mg -0.4478 0.4521 0.1950
O 0.0151 -0.0026 -0.0536
O -0.0257 0.0588 -0.1477
O 0.0067 0.0005 0.0024
O 0.2122 -0.0969 0.1136
N 0.0810 0.0460 -0.2269
N -0.0755 -0.2620 -0.2696
C -0.0076 -0.0067 -0.0305
C -0.0291 -0.0179 0.0112
C -0.0095 -0.0078 -0.0112
C 0.0323 -0.0071 -0.0203
C -0.0398 -0.0541 -0.0037
C -0.0064 0.0310 0.0643
C -0.0332 -0.0039 0.0075
C -0.0702 -0.0371 -0.0399
C 0.0076 0.0132 0.0047
C 0.0505 0.0387 0.1168
C 0.0493 0.0494 0.0441
C 0.0019 0.0138 0.0152
C 0.0245 -0.0147 0.0291
C -0.0820 0.0652 0.0657
C 0.0217 -0.0105 -0.0112
C -0.0235 0.0133 0.0066
C 0.0500 0.0091 -0.0016
C -0.0662 -0.0582 -0.0310
C -0.0037 -0.0014 -0.0018
C -0.0032 -0.0090 -0.0352
C -0.0216 0.0074 -0.0238
C 0.0240 0.0496 -0.0391
C 0.0013 0.0113 0.0156
C 0.0027 0.0048 0.0040
C -0.0296 0.0342 0.0091
C -0.0075 0.0235 -0.0095
C 0.0097 0.0013 0.0049
C 0.0050 0.0026 -0.0397
C 0.3291 -0.0619 -0.0892
C -0.0040 0.0110 -0.0177
C 0.0264 -0.0283 -0.0051
C 0.0246 0.0244 0.0090
C 0.0107 -0.0192 0.1102
H 0.0076 -0.0041 -0.0057
H -0.0020 0.0039 -0.0014
H -0.0081 0.0044 -0.0086
H 0.0026 0.0002 0.0016
H 0.0015 -0.0004 -0.0036
H 0.0012 -0.0014 0.0015
H -0.0030 0.0027 -0.0036
H -0.0020 -0.0009 0.0048
H -0.0052 -0.0026 0.0053
H -0.0054 -0.0064 -0.0035
H 0.0081 -0.0021 0.0039
H 0.0016 -0.0016 -0.0062
H 0.0204 0.0120 0.0174
H 0.0033 0.0049 0.0013
H -0.0003 0.0014 0.0017
H 0.0145 -0.0151 -0.0192
H 0.0056 0.0058 -0.0033
H 0.0048 0.0015 0.0014
H -0.0134 -0.0109 -0.0078
H 0.0008 -0.0057 0.0011
H 0.0064 0.0006 -0.0021
H 0.0039 -0.0005 0.0097
H -0.0113 -0.0035 0.0027
H 0.0057 0.0052 0.0050
H 0.0008 -0.0024 0.0073
H 0.0052 0.0034 -0.0025
H 0.0050 -0.0030 0.0003
H 0.0160 0.0242 0.0136
H -0.0157 0.0025 -0.0094
H 0.0075 0.0020 -0.0009

Values from the calculation:
LUMO level = 4.539 eV
Spin multiplicity = 1
Calculated total energy = -83974.5340 eV
Energy relative to the best compared isomer or geometry (same formula, charge and spin) = 25.9 kcal per mole
HOMO energy = -0.07914 Ha
Net charge = -2

[3]
Molecular formula: C6H12N2
Method: DFT, ωB97M-V with the def2-TZVPD basis set

Last column: Löwdin charge in e.
CARTESIAN COORDINATES (ANGSTROEM)
N 1.675701 1.249488 1.177684  -0.018
N -2.161958 -0.806490 -0.630993  0.001
C 0.396696 0.619990 1.126878  -0.363
C -0.397805 0.897718 -0.116852  -0.324
C 0.817499 -0.902789 -0.777496  -0.117
C -1.283860 -0.308767 0.293797  -0.455
C 0.127914 -0.941481 0.595874  -0.181
C 0.447822 0.624911 -1.199182  -0.182
H 0.361652 -1.431768 -1.717438  0.125
H 0.079971 0.728152 -2.125984  0.068
H -1.082481 1.821034 0.010874  0.170
H 0.378842 -1.747066 1.241337  0.107
H -0.322553 0.688887 2.120279  0.173
H 2.447812 0.639639 1.798637  0.149
H 1.896111 -1.233658 -0.633793  0.112
H 1.339773 1.139698 -1.534439  0.101
H -3.279374 -0.427564 -0.439241  0.174
H -1.928175 -1.979965 -0.648090  0.177
H -1.511687 -0.196633 1.387890  0.126
H 1.998100 1.566665 0.070257  0.155

Forces on the atoms, in the same order (eV/Å):
N 3.0763 -0.7064 -0.8516
N -3.7400 -3.8473 -0.8868
C -0.3408 -1.7704 1.6879
C -4.8542 4.6149 4.5557
C 0.2675 -0.2082 -1.7939
C 3.2024 0.0541 2.3842
C 0.1110 1.7910 -1.6153
C 3.5152 -2.8382 -0.4967
H 0.6861 -0.0955 2.2947
H -2.7084 -0.6516 -3.3288
H 1.5503 -0.6830 -1.0252
H -0.2985 -0.9445 0.5032
H 2.4094 0.4251 -2.1714
H -2.5507 2.2696 -2.7717
H -1.0906 0.9088 -0.6759
H 0.8322 0.9838 1.5269
H 4.2457 -2.2276 -0.6390
H -2.0625 4.2500 -0.0577
H -1.5329 0.3481 -1.2379
H -0.7175 -1.6729 4.5993

Values from the calculation:
LUMO level = 0.867 eV
Spin multiplicity = 1
Calculated total energy = -9391.1591 eV
Energy relative to the best compared isomer or geometry (same formula, charge and spin) = 131.2 kcal per mole
HOMO energy = -0.30934 Ha